1.
{
  "formula": "C24H24FN5O2S",
  "method": "ωB97M-V/def2-TZVPD",
  "spin_multiplicity": 1,
  "gap_ev": 7.8,
  "lumo_energy_ev": 0.44,
  "energy_ev": -50353.1896,
  "de_lowest_kcal_mol": 528.1,
  "charge": 0,
  "species": ["C", "H", "O", "C", "C", "C", "C", "C", "C", "H", "H", "N", "C", "N", "N", "C", "C", "C", "C", "C", "C", "N", "C", "H", "H", "H", "H", "H", "H", "H", "H", "S", "C", "C", "O", "N", "H", "C", "C", "C", "C", "C", "C", "C", "H", "H", "F", "H", "H", "H", "H", "H", "H", "H", "H", "H", "H"],
  "coordinates": [[-5.49151, -1.49212, 2.25315], [-4.93947, -2.48780, 2.31802], [-5.09993, -0.89851, 0.85678], [-3.90967, -0.81485, 0.50774], [-2.84296, -1.20490, 1.20391], [-1.64281, -0.87181, 0.94563], [-1.48312, -0.42111, -0.22124], [-2.50385, -0.02405, -1.33948], [-3.80974, -0.26431, -0.85236], [-4.57714, -0.14979, -1.38986], [-2.38112, 0.53909, -2.19398], [-0.19206, 0.04401, -0.96263], [0.59050, -0.84600, -2.00906], [1.77904, -0.06941, -2.01074], [1.89586, 0.79104, -1.25657], [0.74833, 0.83360, -0.28279], [0.55449, 1.70744, 0.69745], [-0.32480, 2.90722, 0.09300], [-1.54259, 3.26725, -0.04941], [-1.93186, 4.33443, -0.66917], [-0.73913, 4.72092, -1.34569], [0.16625, 4.00998, -0.62014], [1.68650, 4.16827, -0.97171], [1.77860, 4.84243, -1.63958], [2.21359, 4.55846, -0.36974], [2.20351, 3.12182, -1.35197], [-0.44912, 5.36971, -1.89624], [-2.82395, 4.88201, -1.02379], [-2.45124, 2.53096, 0.65004], [1.49192, 2.21744, 1.11189], [-0.04941, 1.52505, 1.39801], [-0.14070, -1.94226, -3.03519], [-0.54234, -3.10744, -1.61694], [0.44712, -3.44004, -0.56174], [0.09962, -3.53231, 0.62014], [1.78518, -3.12179, -0.92772], [1.97311, -3.02762, -2.08352], [2.85436, -3.37052, 0.23363], [3.19354, -1.97488, 0.50165], [4.04045, -1.10664, -0.06824], [4.51952, -0.03463, 0.44415], [3.62110, 0.59437, 1.62567], [2.71531, -0.27733, 2.08202], [2.49193, -1.65017, 1.61745], [1.69230, -2.05584, 2.01183], [2.45976, 0.10972, 2.89867], [4.09995, 1.66486, 1.87011], [5.29130, 0.52001, -0.17969], [4.69632, -1.52677, -1.13552], [2.40784, -3.96508, 0.84382], [3.72964, -3.79675, -0.59620], [-1.50590, -2.83498, -1.24132], [-0.49824, -4.02433, -2.28151], [-0.67081, -1.08828, 1.62020], [-2.87648, -1.48444, 2.46997], [-5.15718, -0.71267, 3.16126], [-6.64980, -1.64065, 2.14749]],
  "forces_ev_per_angstrom": [[0.33, 1.16, -0.66], [-0.86, 1.40, 0.17], [-6.84, -1.50, 4.62], [2.18, 0.94, -4.24], [-5.21, -2.55, 9.12], [8.90, -1.05, 3.08], [2.64, 6.10, -13.07], [-2.36, -2.99, 7.47], [8.87, -1.41, 4.05], [-6.19, 1.18, -3.79], [1.13, 0.69, -1.73], [2.15, -2.47, 3.61], [0.95, 7.28, 3.51], [-2.69, -10.42, -9.00], [-0.57, 8.04, 10.37], [0.94, -6.48, -10.47], [2.63, 9.42, -1.16], [5.72, 1.90, -1.07], [-10.72, -8.38, 7.86], [-0.54, 5.77, -6.49], [-3.80, -8.21, 10.21], [7.68, -0.80, -2.53], [-7.55, -11.59, -4.66], [-0.12, 4.25, -5.76], [6.55, 4.38, 9.77], [-1.56, 2.65, 0.99], [3.19, 8.18, -6.78], [-0.01, -1.26, 1.03], [2.56, 2.18, -2.22], [-1.17, -1.04, -0.65], [-4.24, -2.61, 6.00], [0.22, -0.60, 1.22], [0.16, -2.38, -3.26], [2.57, 3.87, 0.68], [0.36, -0.98, -1.01], [-1.74, -2.25, -1.76], [-0.31, -0.51, 4.49], [4.34, 3.13, -12.74], [-3.25, -3.02, 4.36], [4.35, -4.26, -6.57], [-1.12, 5.50, 2.08], [3.11, -10.46, -8.47], [1.97, -1.90, -3.99], [4.09, 6.98, -1.19], [-3.40, -3.02, 1.92], [-3.93, 2.19, 7.18], [1.44, 8.19, 3.86], [-1.04, -0.29, 1.48], [-2.19, 1.00, 3.16], [-2.15, -3.57, 4.26], [-1.95, 0.32, 3.22], [-0.46, -0.29, 0.28], [-1.13, 0.37, 0.95], [-2.55, 0.47, -1.55], [-0.86, 0.43, -3.91], [-0.99, -2.17, -2.64], [2.47, 0.46, 0.38]],
  "lowdin_charge": [0.008, 0.087, -0.065, -0.390, -0.086, -0.154, -0.180, 0.076, 0.070, 0.037, 0.086, 0.097, -0.578, -0.069, 0.017, -0.214, -0.057, -0.163, -0.230, -0.091, -0.018, -0.050, 0.067, 0.012, -0.035, 0.147, 0.017, 0.114, 0.195, 0.160, 0.043, 0.952, -0.342, -0.528, 0.025, 0.030, 0.189, -0.040, -0.307, -0.164, 0.015, -0.350, -0.008, 0.026, 0.056, 0.042, 0.209, 0.131, 0.196, 0.039, 0.185, 0.062, 0.090, 0.192, 0.199, 0.143, 0.109]
}



2.
{
  "formula": "C24H24FeN3O7Se",
  "method": "ωB97M-V/def2-TZVPD",
  "spin_multiplicity": 5,
  "gap_ev": [4.9, 4.8],
  "s2": 6.019,
  "lumo_energy_ev": [0.77, 0.77],
  "energy_ev": -143813.4023,
  "de_lowest_kcal_mol": 16.8,
  "charge": -1,
  "species": ["Fe", "O", "N", "O", "C", "C", "C", "C", "C", "C", "N", "C", "C", "N", "C", "C", "C", "C", "H", "H", "H", "H", "H", "H", "H", "C", "C", "C", "C", "C", "C", "C", "C", "C", "C", "C", "C", "O", "H", "H", "H", "H", "H", "H", "H", "H", "H", "H", "H", "H", "H", "H", "H", "H", "H", "O", "Se", "O", "O", "O"],
  "coordinates": [[0.97869, 0.07883, 0.29527], [-2.77643, -6.43704, 2.39174], [-2.54642, -5.79694, 1.38430], [-2.89107, -6.15828, 0.27409], [-1.81525, -4.52800, 1.51522], [-1.40140, -4.22126, 2.76732], [-0.68882, -3.02417, 3.04596], [-0.26031, -2.63820, 4.34060], [0.38601, -1.45019, 4.49436], [0.61257, -0.62671, 3.36592], [0.23029, -0.99006, 2.15496], [-0.39564, -2.16438, 1.99279], [-0.80524, -2.50700, 0.64874], [-0.44230, -1.62154, -0.29855], [-0.84642, -1.80029, -1.53498], [-1.61853, -2.90893, -1.90131], [-1.95822, -3.84724, -0.96114], [-1.54946, -3.66959, 0.37752], [-1.62760, -4.90521, 3.57280], [-0.44560, -3.29097, 5.18526], [0.75863, -1.12246, 5.45350], [1.09603, 0.33541, 3.45261], [-0.56634, -1.03257, -2.24581], [-1.93991, -3.02023, -2.92786], [-2.53795, -4.70835, -1.24116], [3.08738, 0.77039, -1.69616], [2.31407, 1.67143, -2.66986], [1.61908, 0.85091, -3.76296], [1.37230, 2.70954, -2.08220], [1.63353, 4.05097, -2.33996], [0.79660, 5.05721, -1.88909], [-0.33244, 4.70186, -1.16189], [-0.63331, 3.38049, -0.87855], [-1.87224, 3.05521, -0.06523], [-2.88660, 2.22310, -0.85473], [-1.55113, 2.38676, 1.27643], [0.22480, 2.35208, -1.33639], [-0.05397, 1.08608, -1.07345], [4.02257, 0.45270, -2.16417], [2.13228, -0.93086, -2.07794], [3.32757, 1.27137, -0.75780], [3.10913, 2.24626, -3.15711], [0.72943, 0.36935, -3.35667], [2.28403, 0.08943, -4.18667], [1.29834, 1.50146, -4.57685], [2.52327, 4.30793, -2.90659], [1.02079, 6.09657, -2.09217], [-0.99778, 5.47755, -0.79450], [-2.34358, 4.01742, 0.16403], [-2.45417, 1.25683, -1.11270], [-3.17212, 2.73062, -1.77889], [-3.79054, 2.05740, -0.26114], [-1.23025, 1.35515, 1.12937], [-2.44064, 2.36898, 1.91263], [-0.75365, 2.91316, 1.80276], [4.84623, 0.41447, 1.53754], [3.42008, -0.32182, 1.88778], [3.18859, -0.42546, 3.54358], [2.38814, -0.43213, -1.29635], [2.22487, 0.94302, 1.47376]],
  "forces_ev_per_angstrom": [[-0.30, 0.41, 0.13], [0.00, 0.00, 0.07], [-0.03, -0.02, -0.01], [0.00, -0.02, -0.07], [-0.04, -0.01, -0.14], [0.09, 0.10, 0.14], [-0.02, -0.05, 0.05], [0.00, -0.01, -0.04], [0.01, 0.04, -0.01], [-0.05, -0.04, 0.08], [0.07, 0.11, 0.02], [-0.05, -0.08, -0.13], [0.09, 0.06, 0.05], [0.04, 0.11, -0.10], [-0.10, -0.17, 0.03], [0.03, 0.06, -0.04], [-0.01, -0.01, -0.01], [0.00, -0.04, 0.11], [-0.01, -0.01, -0.01], [-0.01, -0.01, -0.01], [0.00, 0.00, 0.00], [0.00, -0.02, -0.02], [0.02, 0.05, 0.03], [0.00, -0.01, 0.00], [0.00, 0.00, 0.00], [-0.04, -0.09, 0.06], [0.03, 0.00, -0.04], [0.02, 0.01, 0.00], [0.01, -0.08, 0.04], [0.00, -0.02, 0.01], [-0.06, -0.02, 0.03], [0.06, 0.12, -0.06], [-0.06, -0.18, 0.05], [0.03, -0.02, 0.02], [-0.01, 0.03, 0.00], [0.01, 0.00, -0.02], [0.12, 0.19, -0.04], [0.04, -0.20, -0.03], [0.01, 0.02, -0.02], [-0.02, 0.04, -0.03], [0.02, 0.04, -0.05], [-0.01, 0.01, -0.01], [-0.01, -0.01, -0.02], [0.01, 0.00, 0.01], [-0.01, 0.00, 0.00], [0.00, 0.00, 0.00], [0.00, 0.00, 0.00], [0.00, -0.01, 0.00], [0.00, 0.01, -0.01], [0.00, -0.01, 0.00], [0.00, 0.00, 0.01], [0.00, 0.00, -0.01], [-0.01, -0.01, -0.01], [0.01, 0.01, 0.01], [-0.01, 0.01, 0.01], [-0.13, -0.07, 0.10], [0.26, 0.16, 0.31], [0.06, 0.00, -0.33], [0.02, -0.01, 0.06], [-0.05, -0.38, -0.19]],
  "mulliken_spin": [3.754, 0.000, 0.000, 0.000, -0.001, 0.002, -0.006, 0.001, -0.001, 0.000, -0.025, -0.005, 0.039, 0.055, -0.018, 0.005, -0.009, 0.002, 0.000, 0.000, 0.000, 0.006, -0.004, 0.000, 0.000, -0.003, -0.007, 0.005, 0.012, -0.002, 0.009, -0.005, -0.037, 0.003, 0.001, -0.021, -0.009, 0.107, 0.003, 0.000, -0.004, 0.001, -0.001, -0.001, 0.000, 0.000, 0.001, 0.000, 0.000, -0.002, 0.000, 0.000, 0.023, 0.001, -0.004, 0.005, 0.003, 0.007, 0.023, 0.102]
}



3.
{
  "formula": "C24H24MoNO3P",
  "method": "ωB97M-V/def2-TZVPD",
  "spin_multiplicity": 3,
  "gap_ev": [7.3, 7.4],
  "s2": 2.021,
  "lumo_energy_ev": [-7.68, -7.80],
  "energy_ev": -44038.6301,
  "de_lowest_kcal_mol": 0.0,
  "charge": 2,
  "species": ["Mo", "O", "C", "C", "C", "C", "C", "C", "C", "P", "C", "C", "C", "C", "C", "C", "C", "C", "C", "C", "C", "C", "H", "H", "H", "H", "H", "H", "H", "H", "H", "H", "H", "H", "H", "H", "C", "C", "O", "C", "C", "H", "H", "H", "H", "H", "H", "H", "H", "H", "H", "O", "C", "N"],
  "coordinates": [[-0.04295, 0.41944, -1.42202], [0.98413, -1.82921, -2.27420], [0.40942, -1.61962, -1.24402], [0.05832, -2.53619, -0.14215], [0.45564, -3.86375, -0.09437], [0.02015, -4.63895, 0.97472], [-0.79901, -4.09472, 1.95854], [-1.19331, -2.75925, 1.90883], [-0.74282, -1.98349, 0.85249], [-1.10814, -0.24899, 0.61559], [0.32541, 0.73720, 1.07212], [0.27226, 2.08228, 0.67508], [1.29437, 2.96339, 1.03615], [2.32764, 2.50461, 1.83152], [2.39492, 1.15997, 2.22007], [1.42309, 0.26879, 1.82089], [-2.58444, 0.27003, 1.43628], [-3.80938, -0.05478, 0.84620], [-4.98523, 0.27901, 1.49504], [-4.93379, 0.93489, 2.71999], [-3.71592, 1.25771, 3.30446], [-2.53050, 0.92762, 2.66645], [1.07207, -4.27997, -0.88015], [0.30666, -5.67994, 1.03503], [-1.14094, -4.71882, 2.77313], [-1.83868, -2.34698, 2.67399], [-0.62265, 2.48465, 0.19622], [1.24467, 4.00123, 0.73698], [3.09788, 3.19218, 2.15621], [3.21218, 0.82095, 2.84276], [1.47493, -0.77253, 2.11466], [-3.85109, -0.56180, -0.11114], [-5.93726, 0.03404, 1.04541], [-5.85485, 1.19943, 3.22181], [-3.69155, 1.76665, 4.25808], [-1.58420, 1.18405, 3.12650], [3.69278, -0.51509, -1.21567], [3.19461, 0.89923, -1.26715], [1.89582, 1.05612, -1.96081], [1.99319, 1.11290, -3.44632], [1.09887, 2.21166, -3.94891], [4.69711, -0.49299, -0.78846], [3.75880, -0.97638, -2.20024], [3.08035, -1.14803, -0.57359], [3.86906, 1.56181, -1.80746], [3.01997, 1.32477, -0.28483], [1.74225, 0.11834, -3.81797], [3.04095, 1.30857, -3.66414], [0.04434, 2.06533, -3.68897], [1.12768, 2.22413, -5.03931], [1.41552, 3.18603, -3.58039], [-3.26350, -0.32820, -4.11291], [-2.38090, -0.15172, -3.39702], [-1.43395, 0.04439, -2.65297]],
  "forces_ev_per_angstrom": [[0.06, -0.41, -0.21], [0.00, 0.07, -0.07], [-0.09, -0.07, 0.28], [0.15, 0.15, -0.37], [-0.04, -0.09, 0.11], [0.01, 0.02, -0.04], [-0.01, 0.02, 0.01], [0.05, -0.05, -0.04], [-0.13, -0.03, 0.27], [0.24, -0.09, -0.32], [0.01, -0.08, 0.36], [-0.03, 0.29, -0.03], [-0.04, -0.07, 0.01], [0.04, 0.01, 0.01], [0.02, 0.03, 0.00], [-0.04, 0.01, -0.06], [-0.13, 0.09, 0.04], [-0.06, 0.01, -0.02], [0.07, 0.01, 0.03], [-0.04, 0.00, -0.01], [0.01, -0.01, -0.02], [-0.07, 0.04, 0.04], [0.00, 0.00, 0.00], [0.00, 0.00, -0.01], [0.01, 0.00, 0.01], [0.00, 0.01, 0.00], [0.00, -0.02, 0.04], [0.00, 0.01, 0.01], [0.00, -0.01, 0.01], [0.01, 0.01, -0.01], [-0.03, 0.00, 0.02], [0.04, -0.01, 0.00], [-0.01, 0.00, 0.01], [0.00, 0.00, 0.01], [0.01, 0.00, 0.00], [0.03, -0.03, -0.03], [0.08, -0.11, 0.04], [-0.32, 0.31, -0.15], [0.24, 0.00, -0.11], [0.10, -0.18, 0.35], [-0.15, 0.09, -0.14], [0.00, -0.03, -0.02], [0.00, 0.04, -0.02], [-0.04, 0.02, 0.01], [0.08, -0.03, 0.05], [0.04, -0.07, 0.03], [-0.06, 0.05, -0.06], [-0.03, 0.02, -0.06], [0.03, -0.06, 0.04], [0.05, 0.03, 0.01], [0.04, -0.01, -0.01], [-0.01, -0.01, 0.01], [0.05, -0.04, 0.09], [-0.14, 0.16, -0.08]],
  "mulliken_spin": [1.805, 0.134, -0.089, 0.046, 0.005, -0.002, 0.002, -0.003, 0.016, -0.181, -0.010, -0.013, 0.055, 0.002, -0.002, 0.056, 0.001, -0.019, 0.001, -0.001, 0.001, -0.003, -0.001, 0.000, 0.000, 0.000, -0.009, 0.002, 0.000, 0.000, 0.005, -0.005, 0.000, 0.000, 0.000, 0.000, 0.011, 0.012, 0.028, 0.011, 0.001, 0.001, 0.000, -0.004, 0.000, -0.007, -0.006, 0.001, 0.002, 0.000, 0.000, 0.049, 0.061, 0.049]
}



Question: Number 3 is which compound?
Answer: C24H24MoNO3P